Formula: C24H41FeNP2
Source: the Open Molecules 2025 dataset
Level of theory: ωB97M-V/def2-TZVPD

Results
Total charge: +1
⟨S²⟩: 8.784
M in g mol⁻¹: 461.39
HOMO energy (alpha / beta) in eV: -9.52 / -11.69
HOMO-LUMO gap (alpha / beta) in eV: 7.49 / 7.57
Spin multiplicity: 6

Last column: Löwdin charge in e.
Positions of all 69 atoms, in Å:
1 Fe 1.169 -0.379 0.607  0.287
2 C 3.103 -0.375 -0.435  -0.287
3 C 2.747 0.968 -0.023  -0.281
4 C 2.986 -0.340 1.892  -0.281
5 C 3.230 -1.179 0.749  -0.285
6 C 2.684 0.983 1.423  -0.292
7 C 3.588 -0.820 -1.774  -0.029
8 H 3.174 -0.220 -2.594  0.070
9 H 3.335 -1.873 -1.956  0.082
10 H 4.688 -0.738 -1.833  0.109
11 C 3.787 -2.558 0.815  -0.017
12 H 3.674 -3.098 -0.128  0.079
13 H 3.293 -3.153 1.589  0.072
14 H 4.860 -2.540 1.056  0.104
15 C 3.278 -0.723 3.301  -0.013
16 H 4.361 -0.724 3.486  0.104
17 H 2.903 -1.721 3.536  0.073
18 H 2.828 -0.026 4.015  0.079
19 C 2.659 2.183 2.312  -0.032
20 H 3.689 2.522 2.512  0.109
21 H 2.202 1.940 3.280  0.080
22 H 2.115 3.020 1.862  0.065
23 C 2.776 2.183 -0.881  -0.025
24 H 3.789 2.623 -0.903  0.108
25 H 2.102 2.956 -0.484  0.072
26 H 2.496 1.966 -1.918  0.071
27 C -3.146 -1.156 -1.555  -0.142
28 C -2.594 -0.537 -2.616  -0.160
29 C -3.066 0.767 -3.170  -0.166
30 C -3.653 1.780 -2.135  -0.174
31 C -2.967 1.873 -0.807  -0.117
32 C -3.414 1.197 0.277  -0.155
33 C -4.483 0.160 0.232  -0.164
34 C -4.487 -0.762 -1.027  -0.166
35 H -3.877 0.602 -3.902  0.129
36 H -4.732 1.587 -2.014  0.109
37 H -2.248 1.256 -3.725  0.110
38 H -5.101 -0.296 -1.818  0.110
39 H -2.720 -2.086 -1.158  0.085
40 H -1.883 -1.066 -3.256  0.107
41 H -5.043 -1.672 -0.747  0.125
42 H -4.408 -0.467 1.138  0.114
43 H -3.069 1.416 1.291  0.083
44 H -5.484 0.625 0.258  0.130
45 H -3.603 2.771 -2.613  0.121
46 H -2.186 2.637 -0.727  0.101
47 P 0.112 -1.333 -0.960  0.870
48 C -0.226 -3.063 -1.206  -0.204
49 C 0.413 -0.292 -2.423  -0.198
50 P -0.384 0.645 1.623  0.879
51 C -1.080 -0.412 0.176  -0.415
52 C -0.552 2.427 1.354  -0.221
53 C -1.082 0.175 3.221  -0.201
54 H 0.023 -3.601 -0.279  0.051
55 H 0.432 -3.427 -2.006  0.069
56 H -1.264 -3.285 -1.475  0.042
57 H -0.480 0.265 -2.741  0.024
58 H 0.756 -0.954 -3.218  0.073
59 H 1.189 0.452 -2.205  0.015
60 H -2.177 0.138 3.188  0.051
61 H -0.750 0.919 3.959  0.065
62 H -0.680 -0.808 3.495  0.039
63 H -1.818 -1.105 0.594  0.084
64 H -1.605 0.241 -0.514  0.001
65 H -0.135 2.935 2.238  0.062
66 H -1.592 2.741 1.215  0.027
67 H 0.032 2.730 0.472  0.050
68 N 0.747 -2.916 2.391  0.087
69 C 0.768 -1.979 1.670  -0.353

Formula: C24H42As3N2O2Ti
Source: the Open Molecules 2025 dataset
Level of theory: ωB97M-V/def2-TZVPD

Results
Total charge: +3
M in g mol⁻¹: 663.25
HOMO energy in eV: -15.23
HOMO-LUMO gap in eV: 3.52

Last column: Löwdin charge in e.
Positions of all 74 atoms, in Å:
1 Ti 0.710 0.350 -1.249  0.818
2 C -2.262 2.781 -0.633  -0.217
3 As -1.735 0.906 -0.744  1.156
4 C -3.180 0.295 -1.911  -0.220
5 C -2.264 -0.052 0.908  -0.286
6 C -1.627 0.268 2.263  -0.652
7 C -2.199 -0.749 3.265  -0.046
8 C -0.102 0.041 2.307  -0.295
9 As 1.247 0.953 1.158  1.197
10 C 2.767 0.616 2.344  -0.197
11 C 1.081 2.882 1.376  -0.201
12 C -1.965 1.709 2.688  -0.373
13 As -3.785 2.324 3.350  1.164
14 C -3.966 1.438 5.086  -0.323
15 C -5.103 1.292 2.312  -0.338
16 H -3.244 2.859 -0.169  0.055
17 H -2.321 3.146 -1.659  0.057
18 H -1.549 3.391 -0.087  0.027
19 H -3.139 -0.770 -2.128  0.037
20 H -3.145 0.856 -2.844  0.053
21 H -4.120 0.529 -1.413  0.059
22 H -2.117 -1.111 0.668  0.090
23 H -3.341 0.116 0.984  0.062
24 H -1.877 -1.769 3.039  0.098
25 H -3.287 -0.734 3.248  0.070
26 H -1.866 -0.504 4.273  0.104
27 H 0.108 -1.023 2.138  0.073
28 H 0.234 0.264 3.322  0.098
29 H 2.528 1.161 3.257  0.067
30 H 3.684 1.021 1.923  0.037
31 H 2.896 -0.440 2.569  0.053
32 H 0.429 3.110 2.216  0.048
33 H 0.715 3.345 0.464  0.030
34 H 2.081 3.267 1.568  0.061
35 H -1.758 2.388 1.857  0.008
36 H -1.317 2.015 3.515  0.072
37 H -3.194 1.794 5.766  0.031
38 H -3.941 0.352 5.031  0.012
39 H -4.931 1.740 5.490  0.035
40 H -5.103 1.597 1.265  0.003
41 H -6.074 1.561 2.727  0.036
42 H -4.996 0.209 2.392  0.016
43 C 3.301 -3.716 -3.559  -0.001
44 C 3.125 -2.314 -3.079  -0.208
45 C 2.240 -1.449 -3.738  0.025
46 C 2.068 -0.125 -3.362  -0.242
47 C 1.247 0.755 -4.293  0.009
48 C 2.834 0.366 -2.245  -0.135
49 C 3.801 -0.477 -1.615  -0.148
50 C 4.797 -0.017 -0.599  0.007
51 C 3.879 -1.807 -2.029  0.039
52 C 2.518 1.695 -1.645  -0.541
53 O 3.208 2.366 -0.936  0.170
54 O 1.169 1.934 -1.727  -0.180
55 H 2.368 -4.133 -3.936  0.094
56 H 3.711 -4.370 -2.792  0.098
57 H 4.010 -3.718 -4.393  0.121
58 H 1.724 -1.824 -4.615  0.149
59 H 0.766 0.139 -5.050  0.103
60 H 1.921 1.437 -4.817  0.128
61 H 0.488 1.379 -3.825  0.075
62 H 4.476 0.844 -0.028  0.053
63 H 5.696 0.310 -1.133  0.135
64 H 5.098 -0.833 0.056  0.104
65 H 4.610 -2.450 -1.549  0.146
66 N 0.965 -2.704 -0.326  0.055
67 C 0.502 -3.874 -0.775  0.009
68 C -0.329 -3.612 -1.852  0.020
69 C -0.312 -2.233 -1.984  -0.122
70 N 0.476 -1.669 -1.041  -0.135
71 H 1.609 -2.556 0.435  0.174
72 H 0.780 -4.813 -0.318  0.158
73 H -0.884 -4.319 -2.445  0.136
74 H -0.831 -1.635 -2.723  0.126

Formula: C24H42CrN4O3PS3
Source: the Open Molecules 2025 dataset
Level of theory: ωB97M-V/def2-TZVPD

Results
Total charge: +2
⟨S²⟩: 3.789
M in g mol⁻¹: 613.80
HOMO energy (alpha / beta) in eV: -12.40 / -12.40
Energy relative to the best compared isomer or geometry (same formula, charge and spin) in kcal per mole: 71.6
HOMO-LUMO gap (alpha / beta) in eV: 4.78 / 5.77
Spin multiplicity: 4

Last column: Löwdin charge in e.
Positions of all 78 atoms, in Å:
1 Cr 1.993 -1.150 0.265  0.923
2 N 2.396 0.657 1.113  -0.026
3 C 3.597 0.522 1.986  -0.145
4 C 3.474 -0.774 2.790  -0.105
5 N 2.894 -1.884 1.957  -0.254
6 C 1.823 -2.617 2.719  -0.128
7 C 0.585 -1.741 2.755  -0.172
8 N 0.304 -1.277 1.372  -0.133
9 C 3.938 -2.834 1.464  -0.141
10 C 4.796 -2.176 0.399  -0.163
11 N 3.895 -1.604 -0.658  -0.002
12 H 2.537 1.394 0.420  0.132
13 H 1.555 0.965 1.641  -0.049
14 H 3.696 1.366 2.666  0.144
15 H 4.480 0.509 1.350  0.113
16 H 2.814 -0.600 3.636  0.131
17 H 4.442 -1.062 3.195  0.145
18 H 2.160 -2.890 3.720  0.150
19 H 1.593 -3.540 2.182  0.136
20 H 0.737 -0.859 3.379  0.113
21 H -0.251 -2.295 3.176  0.140
22 H -0.170 -0.341 1.409  -0.112
23 H -0.393 -1.881 0.919  0.034
24 H 3.428 -3.695 1.024  0.137
25 H 4.562 -3.202 2.279  0.151
26 H 5.489 -2.908 -0.008  0.140
27 H 5.391 -1.371 0.823  0.119
28 H 3.669 -2.339 -1.331  0.119
29 H 4.397 -0.904 -1.199  0.124
30 C -3.722 -0.794 3.459  -0.059
31 C -3.514 0.707 3.523  -0.412
32 C -2.389 1.099 4.463  -0.066
33 O -3.362 1.282 2.183  -0.302
34 P -2.311 1.113 1.017  -0.064
35 S -2.318 -0.688 0.147  0.338
36 S -0.443 1.645 1.599  0.377
37 O -2.878 2.119 -0.051  -0.320
38 C -3.284 3.529 0.034  -0.416
39 C -4.397 3.764 1.037  -0.043
40 C -2.080 4.418 0.280  -0.069
41 H -3.920 -1.174 4.465  0.093
42 H -2.839 -1.289 3.054  0.041
43 H -4.574 -1.041 2.823  0.091
44 H -4.431 1.178 3.868  0.147
45 H -1.474 0.558 4.226  0.042
46 H -2.685 0.861 5.487  0.093
47 H -2.183 2.167 4.399  0.083
48 H -3.672 3.707 -0.967  0.136
49 H -4.042 3.632 2.056  0.077
50 H -5.231 3.085 0.858  0.094
51 H -4.752 4.790 0.928  0.095
52 H -1.723 4.309 1.305  0.061
53 H -2.373 5.458 0.125  0.094
54 H -1.267 4.178 -0.406  0.068
55 O 1.179 -0.618 -1.396  -0.613
56 S 1.484 -0.547 -2.921  1.125
57 C 0.451 -1.838 -3.590  -0.384
58 C -0.771 -2.112 -2.989  -0.067
59 C -1.558 -3.110 -3.542  -0.036
60 C -1.125 -3.803 -4.670  -0.039
61 C 0.100 -3.510 -5.255  -0.051
62 C 0.907 -2.520 -4.710  -0.079
63 C 0.634 0.908 -3.492  -0.379
64 C 1.052 1.455 -4.698  -0.075
65 C 0.353 2.540 -5.200  -0.049
66 C -0.729 3.055 -4.495  -0.033
67 C -1.103 2.514 -3.270  -0.031
68 C -0.416 1.430 -2.748  -0.050
69 H -1.112 -1.547 -2.126  0.040
70 H -2.519 -3.340 -3.095  0.123
71 H -1.752 -4.578 -5.095  0.121
72 H 0.431 -4.051 -6.131  0.120
73 H 1.866 -2.277 -5.158  0.115
74 H 1.904 1.048 -5.237  0.118
75 H 0.657 2.987 -6.137  0.120
76 H -1.278 3.896 -4.902  0.121
77 H -1.932 2.928 -2.711  0.107
78 H -0.691 1.006 -1.787  0.075